1.
DFT (the ωB97M-V functional and the def2-TZVPD basis) results for a molecular structure, C46H58N4O3P4Ti.

Geometry (Å):
Ti1 -0.04980 0.08410 -0.14040
C1 0.07830 3.62000 -2.53280
C2 0.21330 2.14460 -2.28350
O1 0.16940 1.70290 -1.07110
C3 0.38270 1.29770 -3.35970
C4 0.23120 -0.09320 -3.22940
C5 0.28860 -0.94750 -4.45270
N1 -0.08870 -0.62050 -2.05680
N2 -0.76270 -1.80050 -2.15430
C6 -1.41100 -2.06870 -1.06610
O2 -1.19860 -1.33850 -0.00010
C7 -2.38330 -3.16230 -1.09620
C8 -3.25120 -3.38570 -0.02810
C9 -4.12920 -4.45220 -0.05320
C10 -4.16360 -5.29550 -1.15360
C11 -3.35710 -5.03680 -2.25310
C12 -2.47140 -3.97820 -2.22820
H1 -0.97170 3.89250 -2.42120
H2 0.39010 3.87520 -3.54110
H3 0.65350 4.21260 -1.82390
H4 0.52040 1.70360 -4.34710
H5 0.48480 -0.34360 -5.33140
H6 -0.64150 -1.49680 -4.58230
H7 1.07870 -1.68960 -4.34090
H8 -3.22750 -2.70400 0.81110
H9 -4.79120 -4.62170 0.78390
H10 -4.82680 -6.14540 -1.16120
H11 -3.42530 -5.66040 -3.13270
H12 -1.83640 -3.76820 -3.07350
C13 3.27010 1.24380 -1.88070
P1 2.56810 0.96270 -0.20190
C14 4.14080 0.41740 0.59530
C15 2.53870 2.75830 0.31160
C16 1.68470 3.07730 1.53490
P2 0.00110 2.26710 1.58690
C17 -0.28280 2.48080 3.39950
C18 -1.05570 3.67270 1.02970
H13 3.44770 0.29600 -2.38170
H14 4.21810 1.77200 -1.78120
H15 2.60230 1.83720 -2.49850
H16 4.40770 -0.56940 0.22210
H17 4.04110 0.36180 1.67450
H18 4.93660 1.11740 0.34260
H19 2.18840 3.32810 -0.55300
H20 3.57570 3.06410 0.49800
H21 1.53660 4.16010 1.60900
H22 2.21590 2.76270 2.43760
H23 -0.05490 3.50510 3.68950
H24 0.33940 1.80210 3.97720
H25 -1.32410 2.27320 3.63770
H26 -0.85010 4.55170 1.64100
H27 -2.10440 3.40240 1.13880
H28 -0.86770 3.89770 -0.01500
C19 0.24670 -3.67360 1.00780
C20 -0.42260 -3.03990 2.23370
P3 0.00610 -1.24720 2.47620
C21 -1.06910 -0.96360 3.95660
C22 -0.55490 -0.53890 5.17970
C23 -1.37470 -0.40700 6.28630
C24 -2.72700 -0.68770 6.19240
C25 -3.25870 -1.07820 4.97420
C26 -2.43950 -1.20510 3.86410
C27 1.59950 -1.34450 3.39070
C28 2.36210 -0.17960 3.37730
C29 3.50830 -0.06360 4.14590
C30 3.91480 -1.12810 4.93450
C31 3.17390 -2.29810 4.93940
C32 2.01710 -2.40580 4.18670
P4 1.54080 -2.54290 0.27230
C33 1.75130 -3.12110 -1.46050
C34 1.00510 -4.08980 -2.11890
C35 1.36550 -4.48950 -3.39520
C36 2.48300 -3.95550 -4.01420
C37 3.22150 -2.97420 -3.37110
C38 2.84910 -2.55740 -2.10760
C39 2.99460 -3.50270 0.90240
C40 3.10940 -4.83780 0.51090
C41 4.10220 -5.64060 1.03710
C42 4.99320 -5.12690 1.96600
C43 4.90840 -3.79550 2.33050
C44 3.92300 -2.98180 1.79000
H29 -0.50910 -3.88760 0.25040
H30 0.72360 -4.62040 1.27650
H31 -0.16720 -3.57450 3.15250
H32 -1.50870 -3.09520 2.13000
H33 0.49850 -0.33050 5.28220
H34 -0.94960 -0.09860 7.22780
H35 -3.36110 -0.60370 7.05920
H36 -4.31220 -1.30210 4.89420
H37 -2.86830 -1.52200 2.92150
H38 2.02560 0.63800 2.74650
H39 4.08170 0.85240 4.13810
H40 4.80230 -1.04360 5.54120
H41 3.49090 -3.13130 5.54540
H42 1.45330 -3.32380 4.24020
H43 0.15360 -4.55110 -1.64390
H44 0.78000 -5.23880 -3.90280
H45 2.78190 -4.30170 -4.98990
H46 4.09190 -2.55160 -3.84780
H47 3.43860 -1.81880 -1.57570
H48 2.42190 -5.24610 -0.21710
H49 4.17420 -6.67080 0.72290
H50 5.75250 -5.75990 2.39510
H51 5.60600 -3.38100 3.04190
H52 3.87670 -1.94270 2.07470
C45 -4.75030 1.19630 2.25530
N3 -3.47650 0.95400 1.60530
C46 -3.24360 1.06870 0.28500
N4 -4.28580 1.34740 -0.51950
O3 -2.08650 0.98010 -0.17830
H53 -4.62440 1.08400 3.32960
H54 -5.51120 0.48560 1.92260
H55 -5.09810 2.21250 2.05300
H56 -2.68260 0.69030 2.17780
H57 -5.23390 1.35080 -0.18730
H58 -4.12570 1.40100 -1.51060

Computed properties:
- Total charge: +2
- Spin multiplicity: 1
- Energy above the lowest of the compared OMol25 structures with the same formula, charge and spin: 43.0 kcal per mole

---

2.
DFT (the ωB97M-V functional and the def2-TZVPD basis) results for a molecular structure, C46H58O4SbSe4W.

Geometry (Å):
W1 -0.06514 -0.37264 0.34151
C1 3.44260 -0.79314 -0.17633
O1 2.04891 -0.72081 0.25714
C2 1.67731 -1.61404 1.28835
C3 1.85323 -1.23425 2.63653
C4 2.52113 0.06678 3.03044
C5 2.37679 1.24941 2.08787
C6 3.44486 2.10413 1.86896
C7 3.32162 3.28594 1.13491
C8 2.05309 3.61763 0.66976
C9 0.95281 2.79702 0.86496
C10 -0.44253 3.27397 0.50406
C11 -0.72944 3.00702 -0.95712
C12 -0.45544 3.96147 -1.91775
C13 -0.65752 3.72114 -3.27836
C14 -1.07362 2.44842 -3.65355
C15 -1.37750 1.45390 -2.72866
C16 -1.91402 0.12993 -3.23682
C17 -1.79198 -1.11162 -2.38325
C18 -2.80233 -2.04925 -2.42070
C19 -2.71565 -3.29806 -1.78947
C20 -1.49659 -3.64496 -1.20783
C21 -0.43589 -2.74990 -1.14938
C22 0.92019 -3.19919 -0.56171
C23 1.14222 -2.87877 0.92519
C24 0.80736 -3.76000 1.94219
C25 0.99192 -3.42302 3.29892
C26 1.49022 -2.15363 3.60725
C27 0.58022 -4.39673 4.40641
C28 1.06325 -3.96160 5.79099
C29 -0.94767 -4.43162 4.40604
C30 1.09052 -5.81722 4.11182
C31 -0.61680 -1.43971 -1.67191
O2 0.33017 -0.47901 -1.40037
C32 -3.95391 -4.17935 -1.74759
C33 -3.74084 -5.40680 -0.86038
C34 -5.09054 -3.32989 -1.14205
C35 -4.33467 -4.63448 -3.16252
C36 -1.21640 1.77048 -1.38500
O3 -1.67375 0.84479 -0.37228
C37 -2.96632 1.19325 0.21146
C38 -0.41939 4.84207 -4.27628
C39 1.06172 5.24966 -4.20864
C40 -0.75805 4.42922 -5.70887
C41 -1.30497 6.03879 -3.88757
C42 1.14099 1.57918 1.51808
O4 0.05014 0.73141 1.72563
C43 4.48240 4.23958 0.90387
C44 4.68195 4.42657 -0.60828
C45 5.78990 3.73095 1.51279
C46 4.13391 5.58915 1.55693
H1 4.09470 -0.44151 0.62043
H2 3.53209 -0.14732 -1.04626
H3 3.69405 -1.81847 -0.44420
H4 3.58482 -0.14180 3.18158
H5 2.13147 0.36662 4.00816
H6 4.39582 1.85733 2.32096
H7 1.88811 4.56853 0.18126
H8 -0.50040 4.34540 0.69130
H9 -1.16521 2.78903 1.16362
H10 -0.10753 4.93130 -1.58881
H11 -1.20918 2.21053 -4.69925
H12 -1.39687 -0.08905 -4.17658
H13 -2.96802 0.26392 -3.49307
H14 -3.69774 -1.80205 -2.97656
H15 -1.35621 -4.62486 -0.77330
H16 1.71904 -2.76644 -1.16896
H17 0.97099 -4.28215 -0.67368
H18 0.39484 -4.72452 1.67163
H19 1.64608 -1.86801 4.63772
H20 0.65156 -2.99849 6.09339
H21 2.15223 -3.91374 5.82428
H22 0.75008 -4.69512 6.53155
H23 -1.36586 -3.42280 4.58352
H24 -1.30534 -5.11031 5.18194
H25 -1.30514 -4.78332 3.42305
H26 2.15064 -5.80985 3.85891
H27 0.53221 -6.30215 3.31108
H28 0.97397 -6.43344 5.00165
H29 -3.49372 -5.10286 0.16190
H30 -2.96294 -6.06016 -1.25574
H31 -4.65473 -5.99684 -0.82478
H32 -4.66151 -2.62684 -0.42852
H33 -5.80695 -3.97566 -0.63389
H34 -5.62336 -2.77019 -1.91030
H35 -3.55857 -5.26778 -3.59172
H36 -4.49710 -3.79316 -3.83529
H37 -5.25530 -5.21474 -3.11902
H38 -3.72466 0.52073 -0.19313
H39 -3.21141 2.22161 -0.03841
H40 -2.88264 1.07267 1.29271
H41 1.70739 4.40774 -4.46186
H42 1.33913 5.61537 -3.21982
H43 1.24837 6.04895 -4.92417
H44 -0.12432 3.61058 -6.05146
H45 -0.58683 5.27371 -6.37321
H46 -1.80626 4.14327 -5.80132
H47 -1.00418 6.48423 -2.93980
H48 -2.35134 5.74074 -3.81413
H49 -1.22673 6.80998 -4.65219
H50 4.94185 3.48140 -1.08811
H51 5.49780 5.12679 -0.78139
H52 3.79162 4.82689 -1.09357
H53 6.08671 2.76800 1.09407
H54 5.72008 3.65162 2.59812
H55 6.58516 4.43998 1.29194
H56 3.30991 6.08918 1.04906
H57 4.99890 6.24907 1.51513
H58 3.86367 5.45064 2.60415
Se1 -5.50605 -1.35888 2.17971
Sb1 -3.41196 -2.69992 2.48139
Se2 -5.19695 -4.73519 3.36623
Se3 -5.32773 -2.78453 4.13135
Se4 -1.56902 -1.50583 1.31128

Computed properties:
- Total charge: +3
- Spin multiplicity: 1

---

Short version: LUMO = -6.0, -10.1 eV, in the order given.
Short version: max |F| = 2.1, 4.7 eV/A, in the order given.
Short version: HOMO-LUMO gap = 6.639, 5.588 eV, in the order given.